This record from the Open Molecules 2025 dataset describes a molecular structure, C19H33F3N7PbS2 at a distorted geometry. The level of theory is wB97M-V/def2-TZVPD.

Structure (XYZ):
```
65
Properties=species:S:1:pos:R:3:forces:R:3:mulliken_charge:R:1
Pb -0.527 -0.080 -0.805 0.0 -0.1 0.4 1.159
C 2.896 0.322 -2.757 -0.8 0.7 0.2 -1.244
C 1.973 1.567 -2.710 -0.7 0.2 0.8 0.671
N 0.557 1.351 -3.117 0.9 -1.7 -0.1 -0.115
C -0.269 2.513 -3.298 -0.5 1.0 0.3 -1.196
C -0.597 3.319 -2.017 -0.3 -0.1 -0.4 -0.911
N -1.108 2.531 -0.873 0.7 0.7 -0.6 0.099
C -1.177 3.377 0.338 -0.5 -0.7 0.6 -0.726
C 0.197 3.860 0.780 0.1 0.0 -0.2 -1.175
C 1.313 2.782 0.889 -0.5 0.0 1.1 -0.745
N 0.899 1.385 1.144 0.3 -0.1 -1.0 0.124
C 1.971 0.450 1.525 0.4 0.8 0.3 -0.968
C 2.790 0.073 0.305 -0.2 0.3 -0.3 -0.659
N 2.008 -0.763 -0.609 -0.6 0.6 0.2 0.181
C 2.517 -0.927 -1.971 -0.3 -0.6 -0.1 -0.651
H 3.890 0.663 -2.474 0.1 0.1 0.0 0.384
H 2.951 0.029 -3.802 0.2 -0.2 -0.2 0.402
H 2.445 2.316 -3.354 0.0 0.2 0.1 0.464
H 1.901 1.969 -1.665 0.3 -0.2 -1.0 -0.868
H 0.540 0.756 -3.955 -0.1 0.4 0.4 0.272
H -1.210 2.260 -3.804 0.2 -0.4 0.2 0.411
H 0.207 3.238 -3.949 0.2 0.3 -0.4 0.406
H -1.322 4.112 -2.287 0.1 -0.3 -0.1 0.430
H 0.267 3.880 -1.700 0.5 -0.1 0.1 0.518
H -2.037 2.265 -1.135 -0.8 -0.2 0.1 0.295
H -1.634 2.748 1.145 0.3 0.5 -0.6 0.250
H -1.846 4.245 0.183 0.2 -0.3 0.0 0.420
H 0.081 4.377 1.733 -0.1 -0.2 0.1 0.429
H 0.558 4.666 0.113 -0.1 -0.5 0.2 0.331
H 1.910 3.114 1.756 0.5 -0.1 -0.6 0.405
H 1.868 2.767 -0.038 0.5 0.3 0.1 0.393
H 0.175 1.277 1.818 -0.8 0.3 0.6 0.364
H 1.465 -0.414 1.989 0.5 0.2 -0.1 0.219
H 2.691 0.901 2.265 -0.7 -0.3 -0.4 0.442
H 3.732 -0.376 0.623 0.1 -0.2 -0.1 0.371
H 3.030 1.016 -0.229 0.1 -0.6 0.3 0.461
H 1.738 -1.654 -0.178 0.5 0.2 -0.3 -0.052
H 1.759 -1.476 -2.523 -0.3 -0.1 0.0 0.348
H 3.369 -1.597 -1.968 0.5 -0.1 0.0 0.489
F -2.571 -0.823 4.675 0.3 0.2 0.1 -0.220
C -3.404 -1.508 3.890 -0.3 0.1 -0.2 0.579
F -4.501 -1.768 4.661 0.4 0.4 -0.9 -0.299
F -2.849 -2.685 3.609 0.2 -0.4 0.1 -0.222
C -3.684 -0.765 2.577 -1.1 -0.2 0.5 -0.239
C -4.970 -0.277 2.361 -0.3 -0.6 1.2 -0.215
C -5.319 0.321 1.163 1.2 -0.4 0.6 -0.879
C -4.310 0.475 0.258 1.2 0.1 -0.7 -0.469
N -3.022 0.072 0.442 -1.1 -0.1 0.3 -0.039
C -2.708 -0.591 1.577 0.0 0.7 0.0 0.723
S -1.014 -0.966 1.806 -0.2 -0.2 0.0 -0.689
H -5.726 -0.384 3.170 0.7 0.0 -0.7 0.423
H -6.290 0.671 0.982 -1.1 0.4 -0.3 0.491
H -4.514 0.989 -0.676 0.1 -0.1 -0.1 0.373
S -0.517 -3.307 -1.691 0.3 0.2 0.3 -0.302
C 0.475 -4.042 -0.540 -0.2 0.4 -0.3 0.349
N 1.229 -5.127 -0.764 0.7 -0.9 -0.1 -0.235
C 2.131 -5.370 0.380 -0.3 -0.2 -0.1 -0.493
C 1.334 -4.726 1.503 0.2 0.4 -0.6 -0.674
N 0.682 -3.654 0.741 -0.2 0.0 0.2 0.179
H 1.474 -5.434 -1.706 -0.4 0.3 0.6 0.272
H 3.049 -4.836 0.225 0.7 0.4 -0.1 0.281
H 2.379 -6.418 0.543 -0.3 0.0 -0.1 0.355
H 1.917 -4.320 2.301 0.6 0.3 0.3 0.357
H 0.655 -5.429 1.946 -0.8 -0.3 0.1 0.346
H 0.101 -2.942 1.176 -0.3 -0.3 -0.1 -0.176
```
Forces are in eV/Å.

Its gap between HOMO and LUMO is 8.557 eV. The charge is +1. The value obtained for the total energy is -65736.77277 eV. The calculation puts the LUMO energy at -2.111 eV. The HOMO energy is -10.7 eV.



This record from the Open Molecules 2025 dataset describes C5H8N2 in the gas phase. The level of theory is wB97M-V/def2-TZVPD.

Structure (XYZ):
```
15
Properties=species:S:1:pos:R:3:forces:R:3:mulliken_charge:R:1
C 2.261 0.209 0.010 0.1 0.0 0.0 -0.868
N 0.843 -0.091 -0.112 -0.2 0.1 0.2 0.152
C 0.323 -1.420 -0.071 -0.1 -0.1 0.1 -0.152
C -1.044 -1.457 -0.029 0.3 0.2 0.1 -1.060
C -1.361 0.017 0.176 0.0 0.1 0.1 0.478
N -2.649 0.620 -0.087 0.0 -0.1 -0.2 -0.608
C -0.119 0.786 -0.052 0.0 -0.1 0.2 -0.308
H 2.830 -0.602 -0.447 -0.1 0.1 0.0 0.313
H 2.499 1.157 -0.477 -0.1 -0.2 0.0 0.315
H 2.515 0.269 1.072 0.0 0.0 -0.2 0.330
H 1.075 -2.205 -0.055 -0.2 0.1 -0.2 0.295
H -1.289 -0.112 1.299 0.2 0.1 -0.3 0.194
H -3.297 -0.157 -0.180 -0.1 0.1 0.0 0.292
H -2.674 1.133 -0.961 0.1 -0.2 0.0 0.257
H 0.086 1.852 -0.086 -0.1 -0.2 0.1 0.369
```
Forces are in eV/Å.

The relative energy (zero: lowest compared OMol25 entry of this formula, charge and spin) is 90.1 kcal per mole. Its gap between HOMO and LUMO is 8.030 eV. The value obtained for the total energy is -8291.08837 eV. The calculation puts the LUMO energy at 0.413 eV. The HOMO energy is -7.6 eV.



Question: Which value of gap between HOMO and LUMO does entry 2 give?
Answer: 8.030 eV



Question: Which of these has the highest gap between HOMO and LUMO?
Answer: C19H33F3N7PbS2



Question: Number 1 is which compound?
Answer: C19H33F3N7PbS2